1.
The following is a quantum chemistry calculation of a structure of composition C20H40O28S8 in a non-equilibrium geometry, from the Open Molecules 2025 dataset.

Positions of all 96 atoms, in Å:
C (0.787, -1.505, -3.123)
C (1.793, -2.637, -2.790)
C (2.975, -2.133, -1.998)
S (3.122, -0.392, -2.478)
O (3.707, -0.331, -3.795)
O (3.631, 0.353, -1.358)
C (1.348, -0.180, -2.651)
H (-0.131, -1.701, -2.559)
H (0.461, -1.554, -4.158)
H (2.159, -3.020, -3.748)
H (1.272, -3.497, -2.369)
H (3.913, -2.639, -2.218)
H (2.841, -2.131, -0.914)
H (1.154, 0.641, -3.341)
H (1.014, 0.142, -1.669)
C (-4.513, 0.990, 0.332)
C (-4.888, 1.402, -1.107)
C (-4.277, 2.776, -1.382)
S (-4.486, 3.658, 0.136)
O (-5.893, 3.916, 0.344)
O (-3.534, 4.729, 0.225)
C (-4.035, 2.225, 1.140)
H (-3.665, 0.313, 0.406)
H (-5.401, 0.613, 0.837)
H (-5.966, 1.497, -1.233)
H (-4.503, 0.700, -1.846)
H (-4.707, 3.341, -2.207)
H (-3.199, 2.693, -1.539)
H (-4.382, 2.514, 2.128)
H (-2.951, 2.314, 1.077)
C (-3.569, -5.112, 0.972)
C (-3.305, -3.810, 0.216)
O (-2.690, -4.268, -0.989)
S (-1.684, -5.467, -0.637)
O (-0.444, -4.883, -0.288)
O (-1.732, -6.465, -1.626)
O (-2.462, -5.969, 0.663)
H (-4.481, -5.538, 0.549)
H (-3.675, -5.024, 2.048)
H (-2.680, -3.128, 0.792)
H (-4.253, -3.362, -0.066)
C (-2.794, 3.126, -5.915)
C (-2.910, 1.618, -5.575)
O (-2.319, 1.482, -4.281)
S (-1.182, 2.586, -4.115)
O (-0.036, 2.265, -4.887)
O (-1.127, 2.906, -2.755)
O (-2.000, 3.715, -4.902)
H (-3.775, 3.581, -6.029)
H (-2.307, 3.257, -6.885)
H (-2.489, 0.963, -6.337)
H (-3.941, 1.289, -5.451)
C (4.437, 0.331, 4.104)
C (3.679, -0.304, 2.930)
O (3.518, 0.689, 1.898)
S (4.204, 2.066, 2.344)
O (3.219, 2.932, 2.867)
O (5.115, 2.497, 1.367)
O (5.118, 1.446, 3.491)
H (5.211, -0.333, 4.466)
H (3.784, 0.800, 4.836)
H (2.695, -0.618, 3.255)
H (4.292, -1.087, 2.494)
C (0.367, -1.177, 1.728)
C (-0.742, -0.588, 2.625)
O (-1.276, 0.493, 1.860)
S (-0.171, 1.166, 0.908)
O (0.422, 2.234, 1.619)
O (-0.761, 1.467, -0.333)
O (0.692, -0.163, 0.779)
H (0.024, -2.042, 1.163)
H (1.225, -1.454, 2.327)
H (-0.343, -0.196, 3.557)
H (-1.546, -1.307, 2.724)
C (0.554, 4.530, 3.963)
C (0.100, 5.088, 2.599)
O (-0.966, 6.018, 2.903)
S (-1.723, 5.438, 4.161)
O (-2.421, 4.257, 3.786)
O (-2.342, 6.496, 4.851)
O (-0.410, 4.994, 4.933)
H (1.535, 4.892, 4.254)
H (0.535, 3.443, 3.988)
H (-0.373, 4.348, 1.966)
H (0.935, 5.572, 2.104)
C (5.803, -3.916, -0.012)
C (4.983, -5.143, -0.427)
O (3.715, -5.028, 0.251)
S (3.935, -4.236, 1.604)
O (4.411, -5.105, 2.609)
O (2.795, -3.438, 1.877)
O (5.076, -3.294, 1.057)
H (5.833, -3.203, -0.837)
H (6.831, -4.082, 0.298)
H (5.404, -6.089, -0.079)
H (4.836, -5.246, -1.497)

Atomic forces in eV per Å
C -0.7 -0.5 1.1
C -0.2 -0.8 -1.3
C 0.1 0.4 0.4
S -0.7 -0.7 0.0
O 0.3 0.1 0.2
O 0.2 0.2 -0.3
C 0.2 0.8 -0.3
H 0.0 0.1 0.0
H 0.4 0.3 -0.2
H 0.2 0.1 0.1
H 0.2 0.1 0.5
H 0.0 0.1 -0.2
H -0.2 0.0 0.0
H 0.2 0.0 0.0
H -0.2 -0.2 0.0
C -0.3 0.8 1.2
C 0.2 0.5 -0.4
C 0.4 -0.2 -0.3
S -0.3 -0.3 0.0
O 0.0 0.0 -0.1
O 0.0 0.1 0.2
C 0.5 1.4 -1.2
H -0.3 -0.4 -0.3
H 0.2 -0.5 -0.1
H 0.0 -0.2 0.1
H -0.1 -0.1 0.1
H -0.1 0.0 0.1
H 0.0 0.1 0.0
H -0.1 -0.7 0.2
H 0.1 -0.2 0.5
C -0.5 0.1 -0.4
C -0.4 -0.4 0.4
O 0.1 -0.2 -0.1
S -0.3 0.5 0.2
O 0.5 0.1 0.5
O -0.2 -0.3 -0.5
O 0.2 0.1 0.0
H 0.1 -0.3 0.1
H 0.2 0.1 0.0
H 0.2 0.1 -0.3
H 0.1 0.3 0.0
C 0.0 -0.6 -1.3
C -0.9 -0.1 0.0
O 0.5 -0.4 -0.2
S -1.0 0.3 -1.0
O 0.2 -0.3 0.0
O 0.4 0.3 0.9
O -0.1 0.3 0.4
H 0.1 0.3 0.7
H 0.2 0.0 0.1
H 0.6 0.1 0.2
H 0.0 0.2 0.0
C -0.1 1.2 -0.8
C 0.2 0.1 0.0
O 0.1 0.3 0.6
S 0.9 -0.8 -0.2
O -0.6 0.3 0.5
O 0.1 0.5 -0.8
O 0.0 -0.2 0.1
H -0.2 0.0 0.5
H -0.1 -0.7 0.4
H 0.0 -0.3 -0.1
H -0.4 -0.3 0.0
C -0.4 -0.2 0.3
C 0.3 0.2 -0.9
O -0.3 0.2 -0.2
S -1.0 -0.5 0.9
O 1.0 -0.3 0.4
O -0.3 -0.3 -0.9
O 0.7 0.6 -0.1
H 0.0 0.0 0.0
H 0.2 0.0 -0.3
H -0.2 -0.2 0.2
H 0.0 0.0 0.5
C -0.2 -0.5 0.1
C -0.4 -0.3 0.0
O 0.3 0.5 0.0
S 0.7 -0.2 -0.3
O -0.4 -0.2 0.0
O -0.4 0.3 0.3
O 0.1 0.3 0.2
H -0.1 0.1 0.1
H 0.2 0.0 -0.2
H 0.4 -0.3 -0.1
H -0.3 0.4 -0.2
C 0.0 0.6 -0.7
C 0.3 -1.2 0.6
O -0.1 0.4 -0.4
S -0.6 0.1 -0.2
O 0.5 -0.4 0.3
O -0.2 0.2 -0.1
O 0.2 0.1 0.1
H -0.1 0.1 0.2
H -0.1 -0.4 0.1
H 0.3 0.2 0.0
H -0.3 0.3 0.0

Calculated values
DFT total energy: -165393.641 eV
E_LUMO: -0.20 eV
Orbital gap: 0.354 Ha
HOMO: -9.82 eV



2.
The following is a quantum chemistry calculation of a cluster of 5 separate species, C20H40O5 in total in a non-equilibrium geometry, from the Open Molecules 2025 dataset.

Positions of all 65 atoms, in Å:
C (2.055, 2.892, -3.110)
C (1.880, 2.118, -4.360)
C (1.524, 3.250, -5.275)
O (0.570, 3.930, -4.497)
C (0.791, 3.756, -3.112)
H (2.992, 3.445, -3.164)
H (2.208, 2.374, -2.164)
H (1.148, 1.320, -4.237)
H (2.766, 1.517, -4.566)
H (1.174, 2.888, -6.241)
H (2.308, 3.999, -5.383)
H (-0.116, 3.318, -2.697)
H (1.005, 4.731, -2.674)
C (5.134, 7.183, -3.497)
C (6.466, 7.055, -4.151)
C (6.209, 6.291, -5.471)
O (5.025, 5.648, -5.180)
C (4.728, 5.760, -3.771)
H (4.555, 7.965, -3.988)
H (5.336, 7.525, -2.482)
H (7.092, 6.465, -3.481)
H (7.023, 7.988, -4.231)
H (6.905, 5.479, -5.684)
H (6.035, 7.022, -6.260)
H (5.196, 5.028, -3.113)
H (3.662, 5.553, -3.672)
C (0.137, 7.169, -5.556)
C (1.356, 6.514, -6.002)
C (2.205, 7.729, -6.516)
O (1.874, 8.675, -5.523)
C (0.560, 8.577, -5.092)
H (-0.353, 6.512, -4.838)
H (-0.578, 7.269, -6.372)
H (1.276, 5.682, -6.701)
H (1.845, 6.096, -5.122)
H (2.070, 8.163, -7.507)
H (3.222, 7.338, -6.474)
H (-0.099, 9.376, -5.432)
H (0.612, 8.617, -4.004)
C (1.508, 11.566, -8.724)
C (2.927, 11.209, -8.301)
C (3.814, 12.139, -9.097)
O (3.161, 13.363, -8.913)
C (1.855, 13.042, -9.206)
H (0.934, 11.383, -7.816)
H (1.244, 10.925, -9.566)
H (3.176, 10.191, -8.601)
H (3.168, 11.376, -7.251)
H (3.986, 11.915, -10.150)
H (4.861, 12.144, -8.792)
H (1.765, 13.090, -10.291)
H (1.158, 13.763, -8.778)
C (-2.381, 8.280, -8.377)
C (-3.645, 9.150, -8.269)
C (-3.260, 10.222, -7.216)
O (-1.812, 10.263, -7.261)
C (-1.356, 9.371, -8.292)
H (-2.332, 7.556, -9.190)
H (-2.272, 7.656, -7.491)
H (-4.547, 8.556, -8.118)
H (-3.829, 9.550, -9.266)
H (-3.447, 9.833, -6.215)
H (-3.694, 11.198, -7.435)
H (-0.427, 8.894, -7.980)
H (-1.036, 9.879, -9.202)

Atomic forces in eV per Å
C 0.1 0.0 2.3
C 1.5 -1.7 0.1
C 0.2 -0.4 0.2
O -2.1 0.9 -1.0
C 1.2 0.3 -0.5
H -0.2 0.6 -0.3
H -0.4 -0.6 -0.1
H -0.7 0.4 -0.3
H 0.4 0.4 -0.5
H -0.5 0.5 0.0
H 0.8 -0.6 -0.5
H 0.2 -0.2 0.4
H -0.3 0.1 0.2
C 0.6 0.5 0.4
C 2.5 0.5 -0.4
C 0.6 0.9 1.3
O -2.3 -1.6 0.8
C -2.0 0.4 -0.6
H -0.5 -0.4 -0.1
H -0.5 -0.5 0.3
H 0.1 -0.3 -0.1
H -0.1 0.2 -0.4
H 0.7 0.6 -0.4
H 0.3 -0.3 -0.5
H 0.7 -0.1 -0.2
H -0.1 0.2 -0.2
C -2.7 0.2 0.0
C 1.8 0.1 -1.4
C -0.4 -1.7 1.0
O 2.3 1.5 -0.5
C -0.5 -1.5 0.9
H -0.2 0.5 0.4
H 0.0 0.0 -0.2
H -0.3 0.2 -0.2
H 0.5 0.2 -0.1
H -0.6 -0.4 -0.3
H 0.5 0.9 0.4
H 0.1 0.0 -0.3
H -0.2 0.2 0.2
C 2.0 0.8 0.3
C 1.4 -1.5 -1.0
C 1.2 -0.3 0.3
O 1.0 0.5 0.5
C -2.8 -0.2 -0.3
H -0.8 0.6 -0.5
H -0.4 0.2 0.2
H 0.0 -0.3 0.5
H -0.4 -0.2 0.0
H -1.0 -0.3 -0.6
H -0.1 0.5 0.8
H -0.4 -0.1 -0.3
H 0.2 0.2 0.0
C -0.9 0.3 0.4
C -0.3 -0.6 -0.7
C 0.6 -1.5 -0.6
O 0.0 0.0 -1.0
C 1.6 -0.5 0.6
H 0.0 0.5 -0.4
H -0.1 0.1 0.3
H 0.0 0.1 0.7
H 0.2 0.6 0.0
H -0.7 0.4 0.1
H 0.1 0.0 0.3
H 0.3 0.3 0.5
H -0.8 0.3 -0.3

Calculated values
DFT total energy: -31621.592 eV
E_LUMO: 0.84 eV
SMILES: C1CCOC1.C1CCOC1.C1CCOC1.C1CCOC1.C1CCOC1
Orbital gap: 0.373 Ha
HOMO: -9.30 eV